No. 1
The molecule C11H15N. Source: OMol25; level of theory: ωB97M-V/def2-TZVPD.

Structure (XYZ):
```
27
Properties=species:S:1:pos:R:3
C 0.352 2.848 -0.222
C -0.702 1.940 -1.028
C -0.062 0.449 -1.138
N -0.897 -0.436 -1.860
C -1.948 -1.017 -1.121
C -1.301 -1.943 -0.073
C -0.219 -1.246 0.710
C 0.452 -1.896 1.811
C 1.628 -1.386 2.287
C 2.313 -0.428 1.649
C 1.671 0.247 0.577
C 0.436 -0.195 0.146
H 1.248 3.042 -0.844
H 0.703 2.277 0.660
H -0.219 3.748 0.042
H -1.682 1.903 -0.454
H -0.762 2.404 -2.136
H 0.809 0.691 -1.744
H -1.308 0.093 -2.592
H -2.556 -0.330 -0.505
H -2.600 -1.742 -1.673
H -1.995 -2.238 0.691
H -0.862 -2.922 -0.514
H -0.040 -2.758 2.289
H 2.059 -1.815 3.203
H 3.314 -0.268 1.949
H 2.168 0.975 -0.109
```

Results
LUMO = 1.0 eV
ΔE to the lowest compared entry with this formula, charge and spin = 159.0 kJ/mol
highest occupied orbital energy = -0.31404 hartree
SMILES string = CC[C@@H]1NCCc2ccccc21
E_tot = -482.8546 Ha
charge = 0

Computed Mulliken charges, given in elementary charges:
1. C -1.195
2. C -0.267
3. C -0.289
4. N -0.415
5. C -0.656
6. C -0.709
7. C 0.546
8. C -0.879
9. C -0.393
10. C -0.952
11. C -0.668
12. C 0.779
13. H 0.263
14. H 0.428
15. H 0.377
16. H 0.294
17. H 0.297
18. H 0.283
19. H 0.310
20. H 0.252
21. H 0.421
22. H 0.474
23. H 0.299
24. H 0.341
25. H 0.327
26. H 0.421
27. H 0.312

***

No. 2
The ion C3H7N4O with charge +1. Source: OMol25; level of theory: ωB97M-V/def2-TZVPD.

Structure (XYZ):
```
15
Properties=species:S:1:pos:R:3
C 1.870 0.713 -0.939
C 0.268 1.179 0.880
C -0.630 -1.011 -0.142
N -1.252 -3.260 -0.054
N -1.235 -2.073 -0.136
N 0.974 1.495 -0.253
N -1.018 0.269 0.444
O 2.331 1.093 -1.978
H 0.999 0.579 1.607
H -0.314 1.963 1.465
H 2.132 -0.278 -0.374
H -2.005 -3.748 -0.474
H 0.876 2.350 -0.747
H -1.661 -0.048 1.111
H -1.335 0.778 -0.410
```

Results
LUMO (spin up / spin down) = -5.0 / -5.0 eV
ΔE to the lowest compared entry with this formula, charge and spin = 527.1 kJ/mol
highest occupied orbital energy (spin up / spin down) = -0.51679 / -0.51678 hartree
E_tot = -412.3463 Ha
charge = +1

Computed Mulliken charges, given in elementary charges:
1. C 0.204
2. C -0.401
3. C -0.155
4. N -0.725
5. N 0.634
6. N -0.160
7. N -0.134
8. O -0.470
9. H 0.353
10. H 0.346
11. H 0.264
12. H 0.293
13. H 0.240
14. H 0.313
15. H 0.399

***

No. 3
A cluster of 13 separate species, C84H154F9N12O12 in total. Source: OMol25; level of theory: ωB97M-V/def2-TZVPD.

Structure (XYZ):
```
271
Properties=species:S:1:pos:R:3
C 33.129 -2.595 26.588
C 32.096 -3.394 25.702
C 32.218 -3.132 24.178
N 31.121 -3.801 23.298
C 31.203 -5.281 23.592
C 29.791 -3.231 23.581
C 29.611 -2.161 22.478
C 30.127 -2.863 21.223
C 31.362 -3.578 21.766
H 33.101 -1.506 26.542
H 34.067 -2.874 26.109
H 33.124 -2.763 27.665
H 31.113 -3.172 26.117
H 32.233 -4.455 25.908
H 33.146 -3.562 23.802
H 32.165 -2.065 23.961
H 32.212 -5.630 23.371
H 30.419 -5.766 23.011
H 30.967 -5.418 24.647
H 29.028 -3.975 23.355
H 29.621 -2.920 24.612
H 28.669 -1.615 22.431
H 30.216 -1.283 22.705
H 29.337 -3.485 20.805
H 30.301 -2.109 20.455
H 31.489 -4.549 21.288
H 32.308 -3.077 21.560
C 25.247 3.479 27.627
C 24.833 4.794 28.375
C 23.258 4.761 28.598
N 22.570 6.153 28.839
C 22.621 7.047 27.587
C 23.078 7.053 30.005
C 21.765 7.852 30.462
C 20.632 6.838 30.261
C 21.111 5.782 29.304
H 24.927 2.705 28.324
H 26.334 3.443 27.557
H 24.896 3.562 26.598
H 25.081 5.515 27.596
H 25.395 4.968 29.292
H 23.007 4.081 29.412
H 22.755 4.299 27.748
H 22.429 6.445 26.698
H 23.596 7.534 27.564
H 21.889 7.853 27.647
H 24.003 7.580 29.769
H 23.377 6.392 30.819
H 21.563 8.708 29.818
H 21.890 8.178 31.495
H 19.631 7.223 30.071
H 20.645 6.334 31.228
H 20.583 5.811 28.350
H 21.029 4.824 29.816
C 34.082 1.689 19.441
C 33.362 2.951 20.071
C 32.735 2.647 21.437
N 31.730 3.788 21.849
C 32.498 5.165 21.836
C 31.164 3.558 23.328
C 30.173 2.484 23.238
C 29.579 2.618 21.765
C 30.351 3.712 21.036
H 34.747 1.385 20.249
H 34.568 2.059 18.539
H 33.457 0.852 19.130
H 32.537 3.188 19.399
H 34.053 3.784 20.205
H 33.486 2.471 22.207
H 32.071 1.783 21.431
H 32.709 5.546 20.837
H 33.393 5.054 22.448
H 31.791 5.815 22.351
H 30.716 4.522 23.572
H 31.939 3.301 24.051
H 29.275 2.582 23.847
H 30.571 1.535 23.600
H 28.494 2.701 21.697
H 29.858 1.693 21.261
H 29.916 4.682 21.276
H 30.403 3.686 19.947
C 31.780 6.301 32.455
C 31.756 5.695 31.045
C 30.658 6.195 30.159
N 30.665 5.627 28.731
C 31.857 6.151 27.908
C 30.697 4.078 28.582
C 29.856 3.749 27.316
C 29.064 5.061 26.955
C 29.287 6.017 28.128
H 30.890 6.240 33.082
H 31.813 7.390 32.485
H 32.619 5.906 33.029
H 31.609 4.622 30.925
H 32.665 5.918 30.486
H 30.562 7.265 29.975
H 29.786 5.980 30.777
H 31.730 7.232 27.850
H 31.582 5.626 26.994
H 32.797 5.839 28.362
H 31.680 3.612 28.503
H 30.232 3.640 29.465
H 30.593 3.543 26.540
H 29.251 2.846 27.399
H 29.477 5.423 26.013
H 27.987 4.918 26.877
H 29.433 7.045 27.797
H 28.491 5.870 28.857
C 21.136 -6.129 33.355
C 21.915 -5.265 32.342
C 21.565 -5.661 30.918
N 22.578 -5.324 29.749
C 23.941 -6.075 29.944
C 22.807 -3.813 29.600
C 21.638 -3.370 28.713
C 20.970 -4.618 28.114
C 21.974 -5.719 28.391
H 20.059 -6.173 33.190
H 21.244 -5.682 34.343
H 21.420 -7.174 33.228
H 22.959 -5.352 32.645
H 21.685 -4.210 32.491
H 20.602 -5.157 30.833
H 21.344 -6.717 30.761
H 23.924 -7.155 29.796
H 24.384 -5.892 30.923
H 24.632 -5.708 29.186
H 23.720 -3.672 29.021
H 22.999 -3.330 30.559
H 22.110 -2.794 27.917
H 20.946 -2.831 29.360
H 20.870 -4.570 27.030
H 20.002 -4.842 28.563
H 22.825 -5.757 27.711
H 21.520 -6.710 28.400
C 29.614 -0.198 26.172
C 28.098 -0.016 26.162
C 27.307 -1.232 25.566
N 25.766 -1.194 25.891
C 25.538 -1.636 27.346
C 25.125 0.086 25.380
C 23.769 -0.289 24.925
C 23.660 -1.724 24.734
C 25.072 -2.213 24.954
H 30.024 0.812 26.152
H 29.857 -0.667 25.219
H 29.879 -0.802 27.040
H 27.849 0.868 25.575
H 27.798 0.221 27.183
H 27.701 -2.189 25.909
H 27.314 -1.234 24.476
H 24.464 -1.723 27.505
H 25.893 -0.803 27.954
H 26.147 -2.517 27.548
H 25.358 0.803 26.167
H 25.663 0.381 24.479
H 22.970 0.176 25.502
H 23.654 0.142 23.930
H 23.048 -2.141 25.534
H 23.279 -2.080 23.776
H 25.198 -3.198 25.403
H 25.506 -2.268 23.956
C 16.624 -6.730 16.009
N 17.352 -5.761 16.840
C 18.036 -6.202 17.908
C 18.692 -5.245 18.768
C 18.750 -3.862 18.350
C 17.919 -3.574 17.199
C 17.219 -4.468 16.476
C 19.524 -2.779 19.182
C 19.042 -1.463 19.330
C 19.750 -0.555 20.108
N 20.888 -0.918 20.799
C 21.420 -2.176 20.575
C 20.744 -3.123 19.840
C 21.627 0.057 21.625
H 15.571 -6.466 15.917
H 16.656 -7.714 16.477
H 16.992 -6.720 14.983
H 17.910 -7.259 18.090
H 19.395 -5.584 19.514
H 17.847 -2.554 16.851
H 16.709 -4.306 15.538
H 18.121 -1.222 18.819
H 19.321 0.424 20.267
H 22.314 -2.351 21.154
H 21.106 -4.140 19.825
H 22.464 0.400 21.016
H 22.031 -0.440 22.508
H 20.976 0.887 21.899
C 28.119 -4.377 16.008
N 27.175 -4.377 17.163
C 27.430 -3.544 18.230
C 26.728 -3.724 19.420
C 25.829 -4.819 19.540
C 25.508 -5.559 18.435
C 26.214 -5.334 17.213
C 25.290 -5.119 20.872
C 26.155 -5.242 21.954
C 25.550 -5.454 23.237
N 24.219 -5.463 23.407
C 23.416 -5.359 22.342
C 23.857 -5.209 21.070
C 23.533 -5.583 24.721
H 28.856 -5.162 16.176
H 28.596 -3.407 15.868
H 27.501 -4.577 15.132
H 28.158 -2.766 18.052
H 26.843 -2.939 20.153
H 24.723 -6.300 18.482
H 26.088 -5.937 16.327
H 27.212 -5.239 21.731
H 26.171 -5.491 24.120
H 22.385 -5.568 22.586
H 23.259 -5.069 20.182
H 24.237 -5.937 25.473
H 22.724 -6.314 24.718
H 23.229 -4.609 25.103
N 25.462 -0.762 21.332
O 24.965 -1.857 21.539
O 26.558 -0.499 21.842
O 24.872 0.040 20.651
N 20.247 -2.954 24.146
O 20.263 -2.604 25.330
O 20.993 -3.847 23.737
O 19.512 -2.343 23.342
C 25.725 4.192 23.058
O 24.481 4.067 23.710
O 25.596 5.270 22.110
C 26.910 4.489 24.057
F 28.085 4.992 23.558
F 26.506 5.368 25.031
F 27.278 3.356 24.724
C 23.535 3.095 23.299
C 22.262 3.542 23.983
H 22.605 3.835 24.975
H 21.655 4.333 23.542
H 21.529 2.753 24.148
H 23.979 2.164 23.651
H 23.328 3.135 22.229
H 25.990 3.233 22.613
C 27.523 -5.628 27.322
O 27.992 -4.373 27.835
O 26.186 -5.556 26.925
C 28.667 -6.127 26.421
F 28.560 -7.518 26.379
F 28.615 -5.614 25.198
F 29.905 -5.833 26.903
C 27.875 -4.119 29.256
C 28.680 -2.883 29.576
H 28.318 -2.067 28.951
H 28.638 -2.648 30.640
H 29.717 -3.045 29.280
H 28.263 -4.971 29.814
H 26.820 -3.993 29.501
H 27.643 -6.403 28.079
C 21.261 1.606 28.973
O 20.109 2.097 28.335
O 21.225 2.152 30.310
C 21.375 0.033 28.653
F 20.186 -0.570 28.860
F 21.663 -0.291 27.343
F 22.333 -0.549 29.402
C 20.166 2.480 27.008
C 18.843 3.236 26.783
H 18.799 4.047 27.509
H 18.634 3.563 25.765
H 18.072 2.492 26.982
H 20.173 1.653 26.298
H 20.992 3.166 26.822
H 22.071 2.091 28.428
```

Results
LUMO = -10.6 eV
highest occupied orbital energy = -0.46368 hartree
E_tot = -5749.4801 Ha
charge = +5

Mulliken population analysis, charges in e, atoms 1 to 99:
1. C -1.568
2. C -0.027
3. C -0.728
4. N 0.853
5. C -1.066
6. C 0.203
7. C 0.461
8. C -0.137
9. C -0.727
10. H 0.325
11. H 0.429
12. H 0.396
13. H 0.056
14. H 0.442
15. H 0.602
16. H 0.371
17. H 0.368
18. H 0.475
19. H 0.125
20. H -0.355
21. H -0.273
22. H 0.182
23. H -0.483
24. H -0.068
25. H 0.530
26. H 0.388
27. H 0.241
28. C -0.532
29. C -0.770
30. C -0.291
31. N 0.557
32. C -0.928
33. C -0.710
34. C -0.776
35. C -0.819
36. C -0.071
37. H 0.575
38. H 0.034
39. H -0.061
40. H 0.423
41. H 0.461
42. H 0.559
43. H -0.538
44. H 0.237
45. H 0.355
46. H 0.426
47. H 0.426
48. H 0.423
49. H 0.269
50. H 0.438
51. H 0.372
52. H 0.366
53. H 0.277
54. H 0.094
55. C -1.286
56. C -0.356
57. C -0.540
58. N 0.354
59. C -0.998
60. C -1.089
61. C 1.759
62. C -0.484
63. C -0.862
64. H 0.362
65. H 0.389
66. H 0.298
67. H 0.247
68. H 0.421
69. H 0.503
70. H 0.098
71. H 0.359
72. H 0.372
73. H 0.419
74. H 0.209
75. H 0.457
76. H -1.200
77. H -0.090
78. H 0.501
79. H 0.289
80. H 0.387
81. H 0.485
82. C -1.404
83. C -0.104
84. C -0.968
85. N 0.289
86. C -0.868
87. C -1.015
88. C 0.718
89. C 1.015
90. C -1.110
91. H 0.376
92. H 0.393
93. H 0.357
94. H 0.334
95. H 0.251
96. H 0.529
97. H 0.370
98. H 0.326
99. H 0.400

***

No. 4
The molecule C7H11N. Source: OMol25; level of theory: ωB97M-V/def2-TZVPD.

Structure (XYZ):
```
19
Properties=species:S:1:pos:R:3
C -1.404 1.134 0.359
C -0.676 1.338 -1.163
C 0.811 0.807 -1.024
C 1.238 -0.666 -0.620
N 0.609 -1.832 -0.198
C -0.026 -1.383 1.305
C -0.579 -0.049 0.566
C 0.875 0.351 0.346
H -2.460 0.902 0.262
H -1.217 1.880 1.174
H -0.991 2.466 -1.678
H -1.563 0.690 -1.702
H 1.533 1.419 -1.373
H 2.184 -0.703 -0.915
H 1.219 -2.588 0.000
H 0.545 -1.296 2.062
H -0.596 -2.282 1.511
H -1.114 -0.764 -0.146
H 1.613 0.575 1.232
```

Results
LUMO = 1.0 eV
ΔE to the lowest compared entry with this formula, charge and spin = 807.4 kJ/mol
highest occupied orbital energy = -0.29535 hartree
SMILES string = C1C[C@@H]2[C@@H]3NC[C@@H]1[C@H]23
E_tot = -327.7805 Ha
charge = 0

Computed Mulliken charges, given in elementary charges:
1. C -0.847
2. C -0.595
3. C -0.524
4. C -0.478
5. N -0.525
6. C -1.093
7. C 0.330
8. C -0.116
9. H 0.358
10. H 0.296
11. H 0.270
12. H 0.259
13. H 0.506
14. H 0.513
15. H 0.323
16. H 0.465
17. H 0.322
18. H 0.209
19. H 0.327

***

No. 5
The molecule C4H4FNO. Source: OMol25; level of theory: ωB97M-V/def2-TZVPD.

Structure (XYZ):
```
11
Properties=species:S:1:pos:R:3
C -1.979 -0.286 -0.022
O -0.923 0.743 -0.100
C 0.231 0.027 0.112
C 1.427 0.750 -0.037
F 1.385 2.066 0.000
C 2.699 0.051 -0.012
N 3.548 -0.748 -0.069
H -2.845 0.316 -0.390
H -1.808 -1.210 -0.808
H -1.966 -0.559 1.124
H 0.231 -1.148 0.202
```

Results
LUMO = 0.4 eV
ΔE to the lowest compared entry with this formula, charge and spin = 265.6 kJ/mol
highest occupied orbital energy = -0.33854 hartree
SMILES string = CO/C=C(\F)C#N
E_tot = -384.5744 Ha
charge = 0

Computed Mulliken charges, given in elementary charges:
1. C -0.640
2. O -0.293
3. C -0.005
4. C 0.288
5. F -0.232
6. C 0.167
7. N -0.392
8. H 0.258
9. H 0.275
10. H 0.309
11. H 0.266

***

E_tot of number 4 (C7H11N)?
-327.7805 Ha

***

Among the records above, which one has the lowest E_tot?
C84H154F9N12O12